No. 1
C15H20N2O5S2 | ωB97M-V/def2-TZVPD

Structure (XYZ):
```
44
Properties=species:S:1:pos:R:3:forces:R:3
O 0.772 -1.913 0.848 -0.1 -0.2 0.1
C 1.053 -0.764 0.565 0.1 0.2 0.0
N 2.316 -0.286 0.622 0.1 0.2 0.0
H 2.541 0.648 0.303 -0.3 0.0 0.1
C 3.439 -1.131 0.961 -0.4 -0.7 0.1
C 4.582 -0.253 1.419 0.0 0.2 -0.8
H 4.286 0.522 2.117 0.0 0.2 0.0
H 5.431 -0.814 1.792 0.1 -0.1 0.0
S 5.039 0.513 -0.178 0.5 -0.1 0.0
O 6.441 0.793 -0.271 0.3 -0.2 0.1
O 4.126 1.603 -0.426 -0.4 0.2 0.0
C 4.559 -0.903 -1.240 0.2 0.4 0.5
C 3.951 -1.903 -0.274 -0.3 -0.3 0.2
H 3.122 -2.451 -0.723 0.1 0.0 0.0
H 4.699 -2.626 0.053 0.0 0.0 0.0
H 5.450 -1.262 -1.741 0.1 0.0 0.0
H 3.846 -0.524 -1.966 0.0 0.1 0.0
H 3.098 -1.843 1.722 0.2 0.2 -0.1
C 0.019 0.229 0.146 -0.4 0.0 -0.1
C -1.278 0.037 0.617 0.3 -0.1 0.1
C -2.285 0.888 0.217 -0.6 0.0 0.2
C -2.029 1.948 -0.632 0.0 0.1 -0.1
C -0.739 2.147 -1.099 -0.1 0.0 0.0
C 0.281 1.289 -0.720 -0.1 -0.1 0.1
H 1.275 1.450 -1.112 0.1 0.0 0.0
H -0.526 2.971 -1.763 0.0 0.1 -0.1
H -2.841 2.604 -0.904 0.0 0.1 -0.1
S -3.971 0.601 0.786 -0.3 0.0 0.1
O -3.916 0.108 2.128 0.3 -0.2 -0.1
O -4.728 1.785 0.505 0.2 0.0 -0.3
N -4.613 -0.613 -0.156 0.2 0.9 0.8
C -4.063 -1.940 0.017 0.3 -0.6 0.2
H -4.891 -2.655 -0.024 0.1 0.1 0.1
H -3.602 -2.003 1.000 0.0 -0.2 0.0
C -3.087 -2.169 -1.154 0.0 -0.1 0.0
H -2.052 -2.112 -0.819 0.0 -0.1 0.0
H -3.244 -3.152 -1.593 0.1 0.0 0.0
C -3.405 -1.047 -2.159 -0.1 0.0 -0.1
H -2.574 -0.344 -2.226 0.0 0.0 0.0
H -3.602 -1.435 -3.157 0.0 0.0 0.0
C -4.648 -0.354 -1.577 0.0 0.2 -0.7
H -5.563 -0.798 -1.982 0.0 0.1 0.0
H -4.677 0.721 -1.742 -0.1 0.0 -0.2
H -1.483 -0.768 1.304 0.0 -0.1 0.1
```
Forces are in eV/Å.

largest force on an atom = 1.214 eV/A
energy above the lowest of the compared OMol25 structures with the same formula, charge and spin = 0.0 kcal/mol
frontier orbital gap = 9.92 eV
lowest unoccupied orbital energy = 0.21 eV



No. 2
C14H11CdN5O4S | ωB97M-V/def2-TZVPD

Structure (XYZ):
```
36
Properties=species:S:1:pos:R:3:forces:R:3
Cd -0.775 1.082 1.139 3.0 -0.4 1.2
N -1.418 -3.328 0.284 0.0 0.0 0.0
C -1.003 -2.358 1.108 -0.1 0.0 -0.1
N -0.171 -1.424 0.784 0.1 0.2 -0.2
C 0.242 -1.328 -0.535 0.2 0.2 0.5
N 0.993 -0.341 -0.922 0.3 -0.4 -0.8
N 1.066 0.677 -0.055 0.3 0.2 0.6
C 2.079 1.433 0.055 0.0 -0.3 -0.3
C 1.996 2.561 0.991 0.0 0.3 0.3
C 3.047 3.460 1.133 0.0 -0.1 -0.1
C 2.915 4.510 2.026 -0.1 0.0 0.1
C 1.740 4.640 2.747 0.1 0.0 0.0
C 0.739 3.698 2.555 -0.1 0.0 0.0
N 0.871 2.684 1.712 0.2 -0.1 -0.1
C -0.161 -2.347 -1.489 -0.1 -0.2 0.0
C 0.237 -2.327 -2.828 0.0 0.0 0.1
C -0.196 -3.311 -3.689 0.1 0.1 -0.1
C -1.029 -4.330 -3.228 0.0 0.0 0.1
C -1.438 -4.362 -1.911 -0.1 -0.1 0.0
C -1.011 -3.362 -1.043 0.2 0.2 -0.2
H -2.112 -3.986 0.596 0.0 0.0 0.1
H -1.400 -2.373 2.115 -0.1 0.0 0.0
H 2.997 1.272 -0.507 0.0 0.0 -0.1
H 3.948 3.330 0.548 0.0 0.0 0.0
H 3.717 5.225 2.155 0.0 0.0 0.0
H 1.597 5.451 3.447 0.0 0.0 0.0
H -0.205 3.753 3.085 0.0 0.0 0.0
H 0.883 -1.522 -3.151 0.0 0.0 0.0
H 0.106 -3.294 -4.728 0.0 0.0 0.0
H -1.363 -5.100 -3.909 0.0 0.0 0.0
H -2.087 -5.153 -1.554 0.0 0.0 0.0
O -4.422 1.512 0.232 -0.1 0.1 0.0
S -3.054 1.307 0.589 -1.3 0.0 -0.5
O -2.710 -0.112 0.993 -0.6 -0.1 0.0
O -2.051 1.620 -0.508 -1.0 0.2 -0.6
O -2.570 2.142 1.763 -0.7 0.3 0.2
```
Forces are in eV/Å.

largest force on an atom = 3.250 eV/A
energy above the lowest of the compared OMol25 structures with the same formula, charge and spin = 13.8 kcal/mol
frontier orbital gap = 7.32 eV
lowest unoccupied orbital energy = -1.08 eV



No. 3
C7H5ClN2O | ωB97M-V/def2-TZVPD

Structure (XYZ):
```
16
Properties=species:S:1:pos:R:3:forces:R:3
C 0.174 -1.245 -0.650 0.8 0.1 2.4
C 1.231 -0.333 -1.013 -1.5 0.8 1.6
C 0.152 -1.539 0.809 -0.3 0.3 -0.9
C 1.347 -0.930 0.964 1.0 0.6 0.4
C 1.850 0.166 0.125 -0.7 -2.4 -0.1
C 3.805 1.599 -0.062 -0.9 -0.2 0.0
C -0.235 1.836 1.089 0.3 -0.3 0.9
N 2.855 1.057 0.395 -1.6 -1.0 0.7
N -1.377 1.455 0.952 -0.7 -1.3 -0.3
O 4.694 2.230 -0.404 2.0 1.1 -0.7
Cl -2.710 2.257 -0.262 -0.1 0.0 0.1
H -0.162 -1.869 -1.446 -0.4 -0.9 -0.1
H 1.152 0.004 -1.985 1.0 0.8 -2.0
H -0.348 -2.277 1.493 0.5 0.8 -1.4
H 0.066 2.773 0.700 0.4 0.8 -0.5
H -1.790 0.541 1.172 0.2 0.7 -0.1
```
Forces are in eV/Å.

largest force on an atom = 2.547 eV/A
energy above the lowest of the compared OMol25 structures with the same formula, charge and spin = 142.9 kcal/mol
frontier orbital gap (spin up / spin down) = 7.21 / 7.24 eV
lowest unoccupied orbital energy (spin up / spin down) = -1.31 / -1.25 eV



No. 4
H16O8 | ωB97M-V/def2-TZVPD

Structure (XYZ):
```
24
Properties=species:S:1:pos:R:3:forces:R:3
O 0.671 5.626 0.231 0.2 0.2 0.1
H -0.046 5.054 0.505 -0.2 -0.1 0.1
H 0.775 5.449 -0.703 0.0 0.0 -0.2
O 0.048 -0.237 0.856 0.1 0.2 0.2
H 0.062 -0.449 -0.077 0.0 0.0 -0.3
H -0.331 -1.012 1.272 -0.1 -0.2 0.1
O 3.690 0.027 4.001 0.1 -0.2 0.1
H 3.254 0.806 4.346 -0.1 0.2 0.1
H 3.539 0.067 3.056 -0.1 0.0 -0.3
O -0.206 -4.635 -3.564 0.1 -0.1 0.2
H -1.141 -4.459 -3.666 -0.3 0.0 0.0
H 0.186 -4.330 -4.383 0.1 0.1 -0.2
O -1.817 -4.032 2.936 0.1 0.0 -0.2
H -2.771 -4.030 3.009 -0.3 0.0 0.0
H -1.512 -3.665 3.766 0.1 0.1 0.2
O 2.181 -0.192 -3.141 -0.3 0.1 0.0
H 2.915 0.303 -3.505 0.2 0.2 -0.1
H 2.553 -1.045 -2.920 0.1 -0.3 0.1
O -2.567 0.914 -3.884 -0.1 0.2 0.0
H -1.696 0.737 -4.241 0.3 0.0 -0.1
H -2.949 0.049 -3.740 -0.1 -0.2 0.1
O -1.971 3.137 3.182 -0.2 0.1 -0.1
H -1.388 3.517 3.840 0.1 0.1 0.2
H -1.477 2.400 2.822 0.1 -0.3 -0.2
```
Forces are in eV/Å.

largest force on an atom = 0.330 eV/A
energy above the lowest of the compared OMol25 structures with the same formula, charge and spin = 66.5 kcal/mol
frontier orbital gap = 11.51 eV
lowest unoccupied orbital energy = 0.08 eV



No. 5
C23H37BrFN3O7PS | ωB97M-V/def2-TZVPD

Structure (XYZ):
```
74
Properties=species:S:1:pos:R:3:forces:R:3
C 2.910 0.169 -5.458 0.4 0.9 0.1
N 2.159 1.063 -4.551 -0.3 -0.8 0.0
C 0.861 0.548 -4.077 0.2 0.7 0.1
C 0.842 0.336 -2.575 0.0 0.2 -0.1
C 1.062 1.452 -1.787 0.3 -0.8 0.4
C 1.274 2.797 -2.437 0.3 -0.4 0.0
O 0.416 3.326 -3.046 -1.1 0.8 -0.4
O 2.511 3.254 -2.220 0.2 0.0 0.5
Br 2.680 5.075 -2.336 0.3 -0.1 -0.3
C 1.078 1.341 -0.382 -0.5 0.5 0.2
P 1.399 2.926 0.561 1.1 0.1 0.8
O 2.815 3.044 0.934 0.1 -0.1 0.0
C 0.842 0.101 0.185 0.1 0.0 -0.7
S 0.896 -0.128 1.958 -0.7 0.5 0.9
O 1.399 1.022 2.593 0.5 0.3 -0.4
O -0.312 -0.698 2.415 -0.1 -0.4 -0.3
F 1.992 -1.212 2.014 0.4 -0.3 0.0
N 0.575 -0.993 -0.606 0.4 0.1 0.2
C 0.252 -2.333 -0.048 -1.1 -0.8 0.2
C -1.245 -2.722 -0.232 0.3 0.2 0.1
C -2.144 -2.468 0.975 0.2 0.1 -0.5
C -3.376 -3.356 1.023 -0.1 0.1 0.6
C -4.103 -3.132 2.373 0.8 0.1 -0.3
C -3.663 -4.118 3.480 -0.6 0.5 -0.2
C -2.871 -3.481 4.632 -0.3 -0.7 0.2
C -1.397 -3.770 4.579 0.6 0.2 0.2
O -0.779 -3.374 5.795 -0.1 0.0 -0.3
C 0.627 -3.362 5.692 0.2 -0.1 0.2
C 0.596 -0.899 -1.950 -0.2 0.3 -0.4
C 0.379 -2.092 -2.831 0.5 -0.2 -0.2
C 1.744 -2.504 -3.485 -0.2 -0.3 0.8
O 2.843 -1.962 -2.758 -0.2 0.1 -0.2
H 2.277 -0.577 -5.922 -0.1 -0.2 0.1
H 3.314 0.774 -6.266 0.0 0.0 -0.2
H 3.765 -0.269 -4.948 -0.1 -0.4 0.0
H 2.753 1.281 -3.764 0.1 0.0 0.0
H 0.121 1.328 -4.256 -0.2 -0.1 -0.1
H 0.541 -0.305 -4.657 0.1 -0.3 0.0
H 0.481 2.940 1.617 -0.3 0.0 -0.3
H 1.019 3.976 -0.293 -0.6 -0.4 -0.2
H 0.491 -2.430 0.999 0.2 0.3 0.0
H 0.830 -3.090 -0.558 0.5 0.3 -0.2
H -1.260 -3.789 -0.455 0.1 -0.1 0.0
H -1.621 -2.220 -1.123 -0.2 0.0 0.0
H -2.443 -1.421 0.970 -0.1 0.1 0.2
H -1.565 -2.617 1.880 0.0 -0.1 0.1
H -4.044 -3.166 0.187 0.0 0.0 -0.2
H -3.054 -4.397 0.978 -0.1 -0.1 -0.2
H -3.809 -2.135 2.700 -0.3 0.2 0.1
H -5.178 -3.106 2.223 -0.1 -0.2 0.1
H -4.570 -4.541 3.904 -0.1 -0.2 0.1
H -3.129 -4.954 3.029 0.2 -0.1 0.1
H -3.232 -3.937 5.553 0.1 0.1 0.2
H -3.085 -2.419 4.723 0.1 0.2 -0.1
H -1.230 -4.844 4.436 -0.1 -0.1 -0.1
H -0.883 -3.254 3.758 -0.2 0.1 -0.2
H 1.054 -3.766 6.606 0.0 0.0 0.2
H 0.992 -3.986 4.874 -0.1 -0.1 -0.1
H 1.016 -2.350 5.559 -0.1 0.1 -0.1
H -0.340 -1.817 -3.594 -0.1 0.0 -0.1
H -0.026 -2.959 -2.333 -0.1 0.1 0.2
H 1.812 -3.589 -3.444 -0.1 -0.1 -0.3
H 1.783 -2.196 -4.518 0.3 0.2 -0.1
H 3.044 -2.574 -2.044 0.3 0.0 0.0
N 0.482 7.274 -0.924 0.0 0.0 0.0
C -0.718 7.916 -1.086 0.0 -0.1 0.0
C -0.688 9.053 -0.328 0.0 0.0 0.0
C 0.579 9.105 0.315 0.0 0.0 0.0
C 1.279 7.996 -0.072 0.0 -0.1 0.0
H 0.743 6.409 -1.359 -0.1 0.1 0.0
H -1.483 7.509 -1.724 0.0 0.0 0.0
H -1.485 9.772 -0.242 0.0 0.0 0.0
H 0.934 9.870 0.985 0.0 0.0 0.0
H 2.270 7.658 0.183 0.0 0.0 0.0
```
Forces are in eV/Å.

largest force on an atom = 1.425 eV/A
energy above the lowest of the compared OMol25 structures with the same formula, charge and spin = 0.0 kcal/mol
frontier orbital gap = 4.82 eV
total charge = +1
lowest unoccupied orbital energy = -5.20 eV



No. 6
C4H6N2S | ωB97M-V/def2-TZVPD

Structure (XYZ):
```
13
Properties=species:S:1:pos:R:3:forces:R:3
C -2.294 -0.735 1.030 4.8 1.7 -2.6
C -0.857 -0.642 0.658 -2.2 -0.5 3.6
C 1.018 0.369 -0.828 -2.5 -1.0 7.3
C 1.992 0.939 0.306 -1.2 -0.3 -3.5
H -2.670 -0.685 2.062 0.7 -0.8 -0.5
H -3.005 -0.393 0.238 0.6 -0.4 0.7
H 0.000 -0.917 1.439 -2.4 0.8 -1.4
H -0.724 -0.634 -1.388 0.4 0.8 0.4
H 0.839 -0.191 -2.645 1.4 2.8 1.8
H 2.953 1.241 -0.115 -0.1 -0.5 -0.3
N -0.276 -0.212 -0.563 -0.4 -0.9 0.4
N 1.405 0.510 -1.940 1.5 -2.1 -8.6
S 1.618 1.352 1.746 -0.7 0.5 2.7
```
Forces are in eV/Å.

largest force on an atom = 8.954 eV/A
energy above the lowest of the compared OMol25 structures with the same formula, charge and spin = 95.5 kcal/mol
frontier orbital gap = 7.69 eV
lowest unoccupied orbital energy = -0.75 eV